ORCA calculation (ωB97M-V with the def2-TZVPD basis set) on 11 unconnected molecules or ions with the total composition C57H126B3F12N6O5.

Last column: Mulliken charge in e.
Element x y z (Å)
F 22.387 21.460 18.320  -0.37
F 25.566 15.583 19.138  -0.41
F 23.541 14.881 19.795  -0.21
F 18.347 15.191 11.952  -0.33
F 20.500 22.828 18.100  -0.40
F 24.120 14.616 17.584  -0.30
F 20.690 20.932 16.777  -0.12
F 18.509 16.954 13.493  -0.42
F 16.661 15.645 13.673  -0.36
F 20.215 20.756 19.094  -0.16
F 18.748 14.834 14.319  0.01
F 25.070 13.261 19.348  -0.27
O 18.572 13.799 18.837  -0.56
O 17.190 19.012 23.356  -0.75
O 15.158 18.973 22.414  -0.77
O 21.277 12.278 14.692  -0.30
O 18.423 11.702 19.696  -0.76
N 21.808 11.276 17.507  0.72
N 27.159 18.157 20.713  0.17
N 20.198 21.642 22.916  0.79
N 21.182 16.822 16.727  1.42
N 13.189 20.829 20.031  0.33
N 16.410 18.529 11.191  0.27
C 21.207 21.714 23.975  -0.95
C 16.665 20.136 13.067  -1.15
C 15.707 21.022 20.046  1.28
C 24.909 18.845 21.538  -0.44
C 21.684 15.774 15.738  -0.39
C 20.295 12.025 15.636  -1.33
C 23.155 11.344 16.819  0.06
C 21.236 9.851 17.329  -0.53
C 27.928 19.340 21.209  -1.17
C 18.684 12.981 19.767  0.76
C 14.362 21.585 19.610  -1.61
C 21.241 19.295 22.526  -0.35
C 19.338 13.475 21.135  -0.69
C 15.862 17.214 10.855  -0.01
C 11.432 22.931 21.091  -0.72
C 25.972 17.815 21.572  -0.56
C 22.044 11.539 18.978  -0.78
C 16.039 18.815 12.649  -0.12
C 18.205 20.124 12.915  0.47
C 21.142 16.128 18.082  -0.62
C 20.764 17.898 22.033  -1.01
C 17.571 18.179 16.980  -1.23
C 15.539 15.245 9.374  -1.43
C 11.981 21.340 19.273  -0.67
C 18.944 17.795 17.541  0.30
C 22.765 17.562 14.320  -1.07
C 19.920 9.670 17.990  -1.33
C 24.252 10.522 17.391  -1.46
C 22.153 18.613 15.257  -0.54
C 25.742 19.564 19.251  -1.01
C 28.052 16.976 20.734  -0.66
C 16.075 16.698 9.443  -0.16
C 12.956 21.015 21.536  -0.38
C 18.990 23.657 23.590  -0.91
C 16.942 17.718 21.352  0.00
C 15.735 19.508 10.331  -1.11
C 16.375 18.623 22.467  0.30
C 20.604 22.332 21.640  0.39
C 21.933 18.088 16.688  0.47
C 13.464 19.369 19.798  -0.80
C 16.832 21.856 19.381  -1.55
C 18.938 22.193 23.416  -0.52
C 21.784 16.313 14.328  0.17
C 29.434 17.178 20.162  -0.18
C 26.733 18.479 19.257  -0.57
C 19.984 20.187 22.563  0.05
C 30.055 15.787 20.025  -1.42
C 20.708 12.256 13.374  -0.89
C 18.480 19.819 11.425  -1.17
C 24.557 19.207 20.100  0.78
C 20.819 12.299 16.984  0.90
C 12.671 22.451 21.899  -0.64
C 19.318 24.298 22.241  -0.24
C 17.882 18.533 10.965  0.02
C 11.632 22.775 19.577  -0.59
C 19.753 17.149 16.441  -0.28
C 20.682 23.798 21.729  -0.90
B 20.946 21.474 18.052  0.10
B 18.059 15.602 13.320  -0.10
B 24.589 14.523 18.962  -0.07
H 19.260 25.400 22.294  0.45
H 23.767 17.257 14.640  0.34
H 15.548 17.265 8.667  0.24
H 30.276 15.373 21.000  0.35
H 22.503 10.639 19.352  0.55
H 12.516 18.841 19.789  0.45
H 15.854 14.612 10.226  0.33
H 25.156 10.748 16.830  0.45
H 26.361 17.527 18.909  0.11
H 16.903 18.475 17.812  -0.10
H 14.077 18.969 20.622  0.13
H 21.548 24.137 22.314  0.32
H 21.904 19.701 21.744  0.00
H 22.157 21.366 23.590  0.21
H 23.433 12.395 16.875  -0.07
H 17.136 17.266 16.561  0.49
H 19.534 19.680 11.179  0.52
H 20.887 21.121 24.827  0.31
H 12.501 22.433 22.970  0.42
H 16.048 19.317 9.320  0.42
H 19.789 17.828 15.605  -0.14
H 11.234 24.003 21.239  0.35
H 19.636 8.631 17.955  0.53
H 21.371 13.255 17.026  -0.15
H 16.430 17.914 13.139  0.19
H 19.642 20.155 21.528  -0.43
H 17.739 21.343 19.669  0.14
H 21.417 18.823 17.304  -0.87
H 16.358 16.520 11.529  -0.49
H 22.949 17.835 17.054  0.40
H 30.009 17.749 20.888  0.39
H 18.587 19.352 13.564  -0.69
H 15.807 20.899 21.147  0.03
H 20.358 17.928 21.009  -0.36
H 30.969 15.909 19.462  0.42
H 22.887 19.410 15.393  0.60
H 19.433 16.173 16.108  0.47
H 10.524 22.367 21.335  0.32
H 29.418 17.743 19.221  0.33
H 18.819 17.123 18.390  0.39
H 17.819 18.252 20.954  -0.44
H 19.978 12.334 17.700  -0.77
H 16.393 20.405 14.101  0.51
H 16.932 22.794 19.916  0.42
H 14.809 17.132 11.116  0.49
H 20.856 24.154 20.697  0.50
H 21.063 16.878 18.852  0.10
H 15.804 19.982 19.713  -0.29
H 25.163 19.707 22.166  0.35
H 19.098 10.270 17.591  0.29
H 11.194 20.637 19.562  0.44
H 14.460 15.221 9.223  0.37
H 27.576 16.089 20.298  0.14
H 28.516 19.710 20.387  0.33
H 21.841 19.229 23.440  0.55
H 20.963 14.945 15.793  0.32
H 21.306 19.172 14.846  0.17
H 12.065 20.399 21.675  0.54
H 26.358 17.593 22.559  0.62
H 17.555 18.988 16.245  0.27
H 28.496 18.972 22.052  0.35
H 20.304 11.232 13.340  0.44
H 14.653 19.380 10.428  0.29
H 21.314 22.732 24.314  0.49
H 18.670 14.283 21.453  0.09
H 17.273 16.772 21.760  0.38
H 19.155 19.837 23.191  0.49
H 22.098 15.620 18.249  -0.24
H 20.326 13.853 20.910  0.00
H 18.528 21.107 13.247  0.58
H 21.563 21.904 21.376  -0.04
H 22.724 12.351 19.195  -0.14
H 23.847 20.018 20.008  0.15
H 14.967 18.774 12.765  0.43
H 21.220 9.812 16.236  0.52
H 15.940 14.776 8.475  0.41
H 22.968 11.172 15.762  0.37
H 29.420 15.174 19.393  0.37
H 25.501 16.922 21.175  0.04
H 19.844 11.005 15.611  0.91
H 21.075 11.640 19.463  0.21
H 17.124 16.647 9.162  0.41
H 18.017 24.007 23.934  0.47
H 18.136 18.435 9.904  0.43
H 16.282 20.969 12.490  0.43
H 19.443 12.687 15.441  0.58
H 18.717 21.630 24.321  0.62
H 21.995 9.156 17.700  0.46
H 18.284 17.680 11.490  0.07
H 26.126 20.545 19.586  0.33
H 25.503 19.777 18.209  0.50
H 27.129 20.016 21.487  0.60
H 16.173 17.468 20.622  0.28
H 24.013 18.457 22.042  0.12
H 18.153 21.845 22.739  0.18
H 14.371 21.558 18.507  0.31
H 21.596 17.206 22.106  0.60
H 22.843 17.962 13.311  0.53
H 19.348 12.696 21.888  0.40
H 13.611 22.991 21.747  0.29
H 22.240 15.538 13.705  0.56
H 20.833 16.595 13.866  -0.69
H 14.240 22.642 19.825  0.42
H 12.362 23.511 19.225  0.30
H 13.971 19.315 18.840  0.42
H 20.042 9.926 19.040  0.33
H 18.009 20.628 10.871  0.35
H 19.923 17.547 22.638  0.37
H 18.542 23.929 21.558  -0.08
H 27.666 18.666 18.736  0.65
H 15.953 20.558 10.552  0.49
H 22.658 15.469 16.105  0.07
H 19.906 12.973 13.259  0.19
H 19.886 22.013 20.885  -0.35
H 13.822 20.579 22.042  0.31
H 19.695 24.013 24.338  0.30
H 24.009 9.473 17.236  0.40
H 12.191 21.094 18.231  0.47
H 21.493 12.292 12.618  0.23
H 10.708 23.014 19.056  0.42
H 28.080 16.776 21.804  0.48
H 16.872 22.113 18.318  0.47
H 20.377 15.376 18.230  0.43
H 24.436 10.733 18.439  0.25
H 19.400 18.747 17.831  -0.28
H 24.086 18.317 19.641  -0.44

- E_HOMO (eV) = -8.250
- E_tot (hartree) = -4225.5215
- net charge = +1
- HOMO-LUMO gap (eV) = 6.773


ORCA calculation (ωB97M-V with the def2-TZVPD basis set) on 13 unconnected molecules or ions with the total composition C18H65N15O13.

Last column: Mulliken charge in e.
Element x y z (Å)
O -1.710 6.440 1.154  -0.63
O 5.027 -1.337 -0.196  -0.65
O -1.594 -0.333 1.469  -0.24
O 1.620 -10.376 4.286  -0.34
O -8.025 -1.903 3.000  -0.67
O -5.318 5.193 -2.936  -0.64
O 1.618 0.268 7.659  -0.64
O -0.006 8.223 -3.977  -0.59
O -0.814 6.751 6.599  -0.67
O 4.181 1.518 3.952  -0.64
O -2.502 -2.613 -4.528  -0.31
O 3.699 5.472 1.549  -0.67
O 4.452 6.797 -7.471  -0.64
N -1.236 4.712 5.962  -0.36
N -6.572 -0.158 3.298  -0.34
N 4.615 6.929 0.114  -0.42
N -0.763 5.030 8.029  -0.38
N -0.169 9.082 -5.978  -0.38
N 4.497 -3.488 -0.086  -0.38
N 5.247 4.851 -7.896  -0.40
N 5.947 5.615 1.196  -0.34
N -2.346 1.924 -0.113  -0.58
N -1.701 9.426 -4.461  -0.43
N -8.559 0.160 3.678  -0.38
N 1.466 -12.784 2.919  -0.72
N -5.207 -3.597 -4.764  -0.73
N 4.876 -2.649 -2.025  -0.39
N 3.674 4.899 -6.392  -0.38
C 4.766 -2.401 -0.736  0.66
C -5.123 -1.596 -3.348  -1.35
C -3.577 -2.033 -5.356  -0.80
C -1.254 -2.550 -5.194  -0.81
C -0.943 5.567 6.847  0.66
C -1.233 1.064 -0.498  0.35
C -0.205 1.957 -1.249  -1.43
C -0.574 8.844 -4.762  0.63
C 3.877 -13.042 2.957  -1.41
C -0.592 0.471 0.826  -0.73
C -1.059 -1.080 2.505  -0.89
C -5.047 -2.169 -4.774  0.40
C 1.282 -8.998 3.989  -0.65
C 4.422 5.612 -7.231  0.64
C -7.704 -0.762 3.360  0.69
C 2.805 -10.869 3.678  -0.68
C 4.692 5.942 0.961  0.64
C 2.656 -12.424 3.599  0.44
H -0.675 -0.558 3.382  0.36
H -1.473 5.121 5.069  0.21
H -5.893 -1.742 -5.313  0.31
H 5.841 5.304 -8.576  0.22
H -4.650 5.486 -3.557  0.31
H -0.553 5.591 8.842  0.21
H -5.798 -0.701 2.943  0.19
H -1.223 -3.288 -5.995  0.34
H -2.067 10.132 -5.084  0.17
H -4.393 -3.989 -4.313  0.28
H -0.694 2.229 -2.185  0.35
H 2.989 -10.288 2.774  0.41
H -1.631 -1.896 2.947  0.31
H -3.408 -0.961 -5.254  0.36
H 0.195 -8.920 3.963  0.23
H 3.877 -12.800 1.895  0.32
H 3.063 5.472 -5.827  0.22
H 4.933 -1.873 -2.670  0.21
H 4.069 2.464 3.860  0.33
H -9.528 -0.112 3.753  0.21
H 5.365 3.903 -7.566  0.17
H 6.626 6.052 0.589  0.14
H 4.262 1.197 3.053  0.31
H -6.119 -1.597 -2.906  0.41
H -1.408 0.183 -1.115  0.27
H 4.868 -12.896 3.387  0.39
H 3.640 7.137 -0.049  0.24
H 4.795 -3.571 -2.428  0.16
H 5.371 7.026 -0.549  0.20
H 0.166 -0.280 0.601  0.34
H -0.256 -1.706 2.117  0.30
H -4.434 -1.958 -2.584  0.32
H 1.543 -12.478 1.959  0.26
H -0.516 -2.854 -4.452  0.25
H -0.799 6.321 1.423  0.32
H 2.697 -12.821 4.613  0.25
H -3.504 -2.166 -6.436  0.46
H -1.075 3.719 6.043  0.18
H 3.669 3.911 -6.186  0.18
H 6.322 5.105 1.983  0.21
H 0.061 2.909 -0.790  0.34
H -4.865 4.561 -2.377  0.33
H 1.672 -8.685 3.020  0.32
H 2.170 0.649 6.977  0.33
H -1.914 9.396 -3.475  0.23
H 2.234 -0.157 8.257  0.31
H 0.773 8.859 -6.266  0.21
H -6.531 0.713 3.808  0.16
H 4.169 -3.305 0.852  0.23
H -0.735 9.597 -6.636  0.16
H -0.117 1.191 1.492  0.37
H 3.640 -10.757 4.369  0.28
H 3.683 -14.112 3.026  0.34
H -1.656 6.928 0.332  0.30
H 1.498 -8.368 4.852  0.24
H -0.887 -1.596 -5.572  0.32
H 0.669 1.347 -1.477  0.37
H -0.698 4.022 8.042  0.16
H -2.992 1.341 0.399  0.28
H -4.803 -0.556 -3.405  0.31
H -2.082 2.764 0.381  0.23
H 0.747 -12.139 3.215  0.32
H -6.030 -3.769 -4.205  0.26
H -8.205 1.056 3.982  0.14
H 4.422 -4.373 -0.566  0.17

- E_HOMO (eV) = -8.997
- E_tot (hartree) = -2524.2288
- HOMO-LUMO gap (eV) = 9.015


ORCA calculation (ωB97M-V with the def2-TZVPD basis set) on a molecular structure, C9H23MnN6O3.

Last column: Löwdin spin population.
Element x y z (Å)
Mn -1.640 0.236 1.705  1.19
O -0.658 0.812 0.410  0.02
O -2.926 1.223 2.334  0.01
O 0.336 0.509 -1.577  -0.01
N 3.670 -0.159 -5.136  0.00
N 2.505 -1.200 -3.448  0.00
N -4.684 1.927 3.572  0.00
N 4.409 -2.184 -4.352  0.00
N -3.417 3.449 2.405  0.00
N -0.848 -1.596 1.036  -0.02
C 2.267 -2.149 -2.355  0.00
C 1.446 -1.889 0.093  0.00
C -3.687 2.230 2.776  0.00
C -0.058 0.039 -0.572  0.01
C 3.530 -1.189 -4.305  0.00
C -0.675 0.047 3.431  -0.19
C 0.014 -1.415 -0.186  0.00
C 2.514 -1.547 -0.954  0.00
C -4.222 4.624 2.785  0.00
H 5.160 -2.173 -5.022  0.00
H -4.886 0.969 3.812  0.00
H 0.345 -0.303 3.284  -0.01
H 3.454 -1.926 -0.555  0.00
H -1.303 -0.700 3.926  -0.01
H 2.634 -0.468 -1.043  0.00
H -1.618 -2.227 0.825  0.00
H -0.420 -1.978 -1.010  0.00
H -5.274 4.454 2.554  0.00
H 1.901 -0.395 -3.456  0.00
H 1.243 -2.507 -2.455  0.00
H 3.010 0.599 -5.153  0.00
H -0.705 1.010 3.926  -0.01
H 4.397 -0.142 -5.832  0.00
H 2.897 -3.021 -2.498  0.00
H -3.880 5.472 2.204  0.00
H 4.311 -3.018 -3.806  0.00
H -4.103 4.854 3.843  0.00
H -5.291 2.642 3.947  0.00
H 1.405 -2.974 0.230  0.00
H -0.311 -2.067 1.760  0.00
H -2.614 3.586 1.811  0.00
H 1.772 -1.457 1.046  0.00

- E_HOMO (spin up / spin down) (eV) = -18.502 / -18.502
- E_tot (hartree) = -2061.0093
- ⟨S²⟩ = 0.848
- net charge = +3
- spin multiplicity = 2
- HOMO-LUMO gap (spin up / spin down) (eV) = 6.223 / 7.114


Number 1: strongest force on any atom 3.22 eV/Å. Number 2: strongest force on any atom 7.80 eV/Å. Number 3: strongest force on any atom 1.66 eV/Å.